Below is the molecule C12H14N2 in a non-equilibrium geometry, with properties calculated with the ωB97M-V functional and the def2-TZVPD basis.

As for the energy above the lowest of the compared OMol25 structures with the same formula, charge and spin: 4.386 eV. The structure (SMILES) is NN1CC[C@H]2CC=c3ccccc3=C21. The value obtained for the HOMO-LUMO gap is 7.16 eV. For the LUMO energy, the calculation gives 0.610 eV.

Geometry as ORCA input:
```
! wB97M-V def2-TZVPD RIJCOSX def2/J DEFGRID3
* xyz 0 1
N -2.5981 1.1096 -0.6196
N -1.7757 0.7586 0.4057
C -1.8293 1.4577 1.7080
C -0.5477 0.8907 2.4370
C 0.4208 0.7425 1.3633
C 1.5373 -0.3507 1.7415
C 2.0832 -0.9459 0.4778
C 1.5486 -0.8580 -0.7121
C 2.1186 -1.4940 -1.8651
C 1.3587 -1.6298 -2.9796
C -0.0603 -1.2345 -3.0988
C -0.5623 -0.5993 -2.0616
C 0.1496 -0.3072 -0.8383
C -0.4059 0.3614 0.1838
H -3.5999 0.8756 -0.4343
H -2.7640 2.1316 -0.5368
H -2.7507 1.2404 2.1738
H -1.8344 2.6231 1.5068
H -0.1415 1.6678 3.2451
H -0.9956 0.1205 2.9540
H 0.9740 1.6184 1.1697
H 1.1726 -1.1522 2.4311
H 2.3942 0.1148 2.3271
H 3.1015 -1.5503 0.6035
H 3.1450 -1.7180 -1.7866
H 1.9302 -2.1479 -3.7512
H -0.5651 -1.4609 -3.9534
H -1.5039 -0.2637 -2.0908
*
```

Here are the Löwdin charges for atoms 1 to 8, given in e: 0.0396 -0.1810 -0.1335 -0.1448 -0.2550 -0.1151 -0.0899 -0.2106

***

Below is the molecule C12H14N2 in a non-equilibrium geometry, with properties calculated with the ωB97M-V functional and the def2-TZVPD basis.

As for the energy above the lowest of the compared OMol25 structures with the same formula, charge and spin: 9.475 eV. The structure (SMILES) is c1ccc2c(c1)cc1n2CCNCC1. The value obtained for the HOMO-LUMO gap is 8.67 eV. For the LUMO energy, the calculation gives 0.923 eV.

Geometry as ORCA input:
```
! wB97M-V def2-TZVPD RIJCOSX def2/J DEFGRID3
* xyz 0 1
C -3.3803 -1.1355 -1.1209
C -3.2316 0.2798 -1.2071
C -1.9296 0.7325 -1.0534
C -0.9939 -0.2063 -0.5957
C -1.2014 -1.4563 -0.2457
C -2.4143 -2.0420 -0.4709
C -0.0434 -1.9544 0.5210
C 0.8446 -0.9888 0.3505
N 0.4299 0.2201 -0.2088
C 0.9281 1.6683 -0.1300
C 2.4240 2.0213 -0.4652
N 2.8796 1.9780 0.9414
C 2.0314 0.8214 1.7068
C 2.0468 -0.8964 1.2153
H -4.2549 -1.9053 -1.2795
H -4.3373 0.9778 -1.1585
H -1.2791 1.7065 -1.3386
H -2.7866 -2.8834 0.1905
H 0.0600 -3.0124 0.9527
H 0.6147 2.0619 1.0372
H 0.4910 2.2833 -0.8725
H 2.9263 1.0128 -0.8819
H 2.6083 2.8160 -1.2087
H 3.7948 1.5937 0.8416
H 0.9152 1.0357 1.9247
H 2.6487 0.8741 2.7252
H 2.9189 -1.5586 0.6292
H 2.0309 -1.4499 2.2814
*
```

Here are the Löwdin charges for atoms 1 to 8, given in e: -0.1053 -0.1283 -0.0506 -0.1700 -0.2647 -0.0375 0.0155 -0.3737

***

Below is the molecule C12H14N2O3S2, with properties calculated with the ωB97M-V functional and the def2-TZVPD basis.

The structure (SMILES) is CCOC(=O)CSc1nc2sc(C)c(C)c2c(=O)[nH]1. The value obtained for the HOMO-LUMO gap is 8.43 eV. For the LUMO energy, the calculation gives 0.245 eV.

Geometry as ORCA input:
```
! wB97M-V def2-TZVPD RIJCOSX def2/J DEFGRID3
* xyz 0 1
C 2.3587 2.6805 0.6995
C 2.9585 2.1656 -0.5994
O 3.5557 0.8824 -0.3783
C 2.9263 -0.1859 -0.8349
O 1.9480 -0.1848 -1.5372
C 3.5762 -1.4550 -0.3287
S 2.8976 -1.7974 1.3446
C 1.1857 -1.4732 0.9726
N 0.7255 -0.2916 1.1719
C -0.5571 -0.0951 0.8024
S -1.3366 1.4338 0.9425
C -2.8018 0.7735 0.2679
C -4.0000 1.6350 0.0874
C -2.6905 -0.5500 -0.0465
C -3.7981 -1.3546 -0.6392
C -1.3982 -1.0610 0.2571
C -0.8816 -2.3975 0.0672
O -1.4477 -3.3747 -0.3691
N 0.4624 -2.4982 0.4702
H 1.8784 3.6388 0.5260
H 3.1354 2.7993 1.4503
H 1.6220 1.9721 1.0713
H 3.7624 2.8161 -0.9531
H 2.1921 2.0671 -1.3743
H 3.3518 -2.2940 -0.9860
H 4.6466 -1.3312 -0.1875
H -3.8031 2.6433 0.4402
H -4.2803 1.6784 -0.9653
H -4.8468 1.2268 0.6396
H -4.6621 -1.3575 0.0245
H -4.1084 -0.9273 -1.5919
H -3.4660 -2.3757 -0.7975
H 0.8948 -3.4080 0.3536
*
```

Here are the Löwdin charges for atoms 1 to 8, given in e: -0.0582 -0.1951 -0.0050 -0.5953 0.1067 -0.3274 0.9772 -0.6465

***

Below is a structure of composition C12H14N2PRhS in a non-equilibrium geometry, with properties calculated with the ωB97M-V functional and the def2-TZVPD basis.

As for the energy above the lowest of the compared OMol25 structures with the same formula, charge and spin: 0.214 eV. The value obtained for the HOMO-LUMO gap (alpha / beta) is 4.79 / 5.46 eV. The expectation value of S² is 6.055. For the LUMO energy (alpha / beta), the calculation gives 0.388 / -2.742 eV.

Geometry as ORCA input:
```
! wB97M-V def2-TZVPD RIJCOSX def2/J DEFGRID3
* xyz 0 5
C 1.7794 0.0655 -3.0489
C 0.8675 -1.0426 -2.9650
C -0.4644 -0.5154 -2.7675
C -0.3630 0.9271 -2.7225
C 1.0226 1.2842 -2.9034
Rh 0.7882 0.0811 -1.3120
P 2.9662 0.1592 -0.2770
H 2.8448 -0.0066 -3.2347
H 1.1280 -2.0948 -3.0557
H -1.3765 -1.1013 -2.6651
H 1.4265 2.2966 -2.9276
H -1.1931 1.6217 -2.5932
H 3.7013 1.3904 -0.3354
H 3.8830 -0.6431 -1.0169
H 3.2110 -0.3007 1.0570
N 1.1613 2.2893 0.9522
C 0.2722 1.3643 1.4412
N -0.3175 0.4788 0.6606
C -1.1630 -0.3960 1.3667
C -2.1685 -1.2181 0.8352
C -3.0743 -1.8352 1.7040
C -2.9290 -1.6957 3.0915
C -1.9111 -0.8883 3.6258
C -1.0719 -0.1951 2.7603
S 0.0761 1.0844 3.1480
H 1.4747 2.9711 1.6302
H 0.9496 2.6484 0.0194
H -2.2405 -1.3159 -0.2511
H -3.9000 -2.4265 1.3150
H -3.6111 -2.2102 3.7679
H -1.7686 -0.7767 4.7010
*
```

Here are the Löwdin charges for atoms 1 to 8, given in e: -0.3392 -0.2624 -0.2580 -0.2635 -0.2724 0.6947 0.6849 0.0838

***

Below is the molecule C12H14N4O2, with properties calculated with the ωB97M-V functional and the def2-TZVPD basis.

As for the energy above the lowest of the compared OMol25 structures with the same formula, charge and spin: 0.000 eV. The structure (SMILES) is Cc1cccc(OCCNC(=O)c2ncn[nH]2)c1. The value obtained for the HOMO-LUMO gap is 9.28 eV. For the LUMO energy, the calculation gives 0.732 eV.

Geometry as ORCA input:
```
! wB97M-V def2-TZVPD RIJCOSX def2/J DEFGRID3
* xyz 0 1
C -2.1812 -2.4560 1.0531
C -1.1927 -1.8448 0.1088
C -1.5945 -1.3083 -1.1072
C -0.6660 -0.7284 -1.9525
C 0.6702 -0.6593 -1.6022
C 1.0820 -1.1749 -0.3775
O 2.3883 -1.1792 0.0601
C 3.1644 -0.0216 -0.1558
C 2.8659 1.0558 0.9083
N 1.4495 1.3225 0.9970
C 0.7788 1.9626 0.0193
O 1.2878 2.5698 -0.9047
C -0.6843 1.8478 0.1771
N -1.3355 1.2157 1.1379
C -2.6248 1.3469 0.7823
N -2.8055 2.0158 -0.3350
N -1.5714 2.3326 -0.7140
C 0.1469 -1.7728 0.4603
H -1.8029 -3.3952 1.4514
H -3.1314 -2.6383 0.5581
H -2.3525 -1.7804 1.8909
H -2.6354 -1.3417 -1.3932
H -0.9838 -0.3237 -2.9025
H 1.3738 -0.2068 -2.2836
H 4.2071 -0.3371 -0.0751
H 2.9962 0.4035 -1.1486
H 3.3788 1.9780 0.6245
H 3.2112 0.7252 1.8880
H 0.8905 0.7754 1.6365
H -3.4343 0.9453 1.3552
H -1.3818 2.8528 -1.5573
H 0.4867 -2.1813 1.4004
*
```

Here are the Löwdin charges for atoms 1 to 8, given in e: -0.0462 -0.2895 -0.0700 -0.0784 -0.0307 -0.2764 -0.0457 -0.1662

***

Below is the molecule C12H14O4, with properties calculated with the ωB97M-V functional and the def2-TZVPD basis.

As for the energy above the lowest of the compared OMol25 structures with the same formula, charge and spin: 0.471 eV. The structure (SMILES) is CCC1=C(CCCC(=O)O)C(=O)C=CC1=O. The value obtained for the HOMO-LUMO gap is 8.72 eV. For the LUMO energy, the calculation gives -1.090 eV.

Geometry as ORCA input:
```
! wB97M-V def2-TZVPD RIJCOSX def2/J DEFGRID3
* xyz 0 1
C -0.4521 2.0904 2.5954
C -0.1730 0.7432 1.9210
C -0.8076 0.4481 0.5735
C -0.7216 -0.7646 -0.0004
C 0.0912 -1.9149 0.5252
C 1.3980 -2.1187 -0.2656
C 2.2284 -0.8465 -0.4371
C 1.9824 -0.0962 -1.7192
O 1.2680 -0.4385 -2.6167
O 2.7101 1.0560 -1.7602
C -1.4616 -1.0743 -1.2701
O -1.2810 -2.1153 -1.8604
C -2.4658 -0.0949 -1.7506
C -2.5007 1.1203 -1.2265
C -1.5291 1.5236 -0.1776
O -1.3053 2.7002 0.0068
H -1.4611 2.4491 2.4056
H -0.3350 1.9709 3.6739
H 0.2489 2.8557 2.2679
H -0.5300 -0.0422 2.5944
H 0.9058 0.5920 1.8543
H 0.3056 -1.8093 1.5888
H -0.5121 -2.8164 0.3987
H 1.1696 -2.5540 -1.2379
H 2.0101 -2.8408 0.2789
H 3.2983 -1.0711 -0.3968
H 2.0518 -0.1346 0.3696
H 2.1922 1.7245 -2.2277
H -3.1262 -0.4195 -2.5449
H -3.1983 1.8777 -1.5625
*
```

Here are the Löwdin charges for atoms 1 to 8, given in e: -0.0955 -0.1741 -0.0775 -0.1075 -0.1227 -0.1541 -0.0934 -0.5103

***

So what do the calculations give for electronic energy? Going down the list: -575.0400; -574.8529; -1597.3309; -1425.0005; -835.2047; -766.6141 Eh.